Entry 1:
DFT (the ωB97M-V functional and the def2-TZVPD basis) results for a single C23H23FN2O5S molecule.

The geometry in XYZ format:
```
55
Properties=species:S:1:pos:R:3:forces:R:3:mulliken_charge:R:1
O 1.52060 2.70464 -2.38266 -0.025 0.180 -0.286 -0.666
C 0.99044 2.08700 -1.48075 -0.176 -0.010 0.043 0.153
N 1.67337 1.62931 -0.40265 0.283 0.026 0.145 0.246
C 3.11234 1.81594 -0.34608 0.147 0.081 -0.264 -1.325
C 3.82804 0.49156 -0.38646 0.055 0.049 0.139 0.328
C 3.58596 -0.38295 -1.44111 0.088 0.031 0.142 -0.073
C 4.20967 -1.61452 -1.49525 0.112 -0.132 0.056 -0.801
C 5.08528 -1.95972 -0.48038 -0.025 0.159 0.094 0.380
C 5.34853 -1.10990 0.57751 0.074 -0.285 -0.127 -0.672
C 4.70873 0.11684 0.61896 -0.102 0.040 -0.192 -0.303
H 4.90688 0.79055 1.44000 -0.001 0.079 0.093 0.366
H 6.03936 -1.41053 1.34906 0.069 -0.066 0.067 0.430
F 5.69912 -3.15934 -0.52350 -0.041 0.063 -0.010 -0.332
H 4.03186 -2.30081 -2.30771 0.000 -0.090 -0.079 0.466
H 2.90757 -0.08807 -2.22768 -0.099 0.017 -0.120 0.463
H 3.37642 2.41640 -1.22225 -0.016 -0.032 0.238 0.446
H 3.37763 2.37211 0.55856 0.011 -0.025 -0.049 0.438
C 1.03851 0.97775 0.72995 -0.416 -0.142 0.106 -0.802
C -0.06557 1.80980 1.30139 0.503 0.655 0.271 0.196
C -0.09914 3.11343 1.70213 0.125 -0.649 -0.153 -0.373
C -1.42908 3.36468 2.11869 -0.355 -0.389 -0.003 -0.965
C -2.10123 2.19679 1.94318 -0.161 0.779 0.285 -0.465
O -1.28532 1.24907 1.44924 0.134 -0.410 -0.091 -0.025
H -3.11848 1.91824 2.13198 -0.150 -0.134 -0.021 0.571
H -1.82125 4.28557 2.49729 -0.170 0.167 0.094 0.505
H 0.71596 3.80745 1.69770 0.241 0.116 -0.051 0.578
H 0.62627 0.00111 0.45458 0.112 0.009 0.138 0.161
H 1.81688 0.81620 1.48163 -0.104 -0.059 -0.107 0.614
C -0.47596 1.77263 -1.49470 -0.231 -0.210 -0.365 -0.098
C -0.91295 0.46137 -1.63290 0.228 0.277 -0.057 -0.133
C -2.26699 0.20130 -1.66067 -0.283 -0.498 0.009 -0.337
C -3.20271 1.21223 -1.57372 -0.145 -0.137 -0.053 -0.104
C -2.76614 2.52466 -1.47417 0.083 0.002 -0.010 -1.048
C -1.41015 2.80226 -1.43858 0.019 -0.056 -0.010 -0.171
H -1.06379 3.82165 -1.35800 0.027 0.092 0.011 0.524
H -3.48190 3.33055 -1.42054 -0.066 0.059 0.007 0.419
H -4.25029 0.95597 -1.59649 -0.145 0.030 0.012 0.553
S -2.76047 -1.51546 -1.73789 0.206 0.142 0.379 1.395
O -1.98565 -2.19274 -2.73320 0.264 -0.015 0.034 -0.732
O -4.19202 -1.60466 -1.79925 -0.014 0.244 0.147 -0.743
N -2.18489 -2.02495 -0.23390 -0.140 0.388 -0.902 0.301
C -1.91541 -3.44893 -0.14924 0.212 -0.506 0.011 -0.584
H -1.27898 -3.71479 -0.99253 0.025 -0.167 0.108 0.433
C -1.22368 -3.71995 1.18685 -0.014 0.007 -0.329 -0.596
H -1.06242 -4.78928 1.32877 0.046 0.074 -0.093 0.360
O -2.02473 -3.29599 2.26561 -0.119 -0.180 0.121 -0.421
C -2.32267 -1.92407 2.17526 -0.062 0.329 -0.190 -0.581
H -2.96596 -1.69546 3.02625 0.040 0.083 -0.080 0.372
C -3.02767 -1.58674 0.85938 -0.215 0.091 0.586 -0.404
H -3.16536 -0.50916 0.76732 -0.076 0.034 0.174 0.201
H -4.00768 -2.08199 0.81476 0.062 0.074 0.048 0.329
H -1.39769 -1.33179 2.24329 -0.091 -0.027 0.031 0.243
H -0.25725 -3.19380 1.20979 -0.034 -0.065 -0.023 0.287
H -2.84921 -4.02658 -0.20330 0.087 -0.036 0.014 0.313
H -0.22672 -0.36487 -1.73360 0.222 -0.061 0.062 0.682
```
Positions in Å, forces in eV/Å.

Structure (SMILES)   O=C(c1cccc(S(=O)(=O)N2CCOCC2)c1)N(Cc1ccc(F)cc1)Cc1ccco1
Net charge   0
Total energy   -1873.9869 Ha
Kohn-Sham gap   9.4 eV



Entry 2:
DFT (the ωB97M-V functional and the def2-TZVPD basis) results for a molecular structure, H4O2 at a distorted geometry.

The geometry in XYZ format:
```
6
Properties=species:S:1:pos:R:3:forces:R:3:mulliken_charge:R:1
O 0.33642 0.53608 -0.20415 7.923 11.545 -0.210 -0.482
H 0.86338 1.04085 -0.82363 0.377 0.158 -0.617 0.307
H 0.11637 1.15985 0.48774 -0.199 0.266 0.390 0.328
O -0.71513 -1.08486 -0.03532 -4.906 -7.595 1.408 -0.850
H -0.33159 -1.39614 0.78459 -0.124 -0.480 0.060 0.236
H -0.26944 -0.25579 -0.20922 -3.070 -3.893 -1.031 0.461
```
Positions in Å, forces in eV/Å.

Net charge   0
Total energy   -152.7535 Ha
Kohn-Sham gap   9.8 eV



Entry 3:
DFT (the ωB97M-V functional and the def2-TZVPD basis) results for a molecular structure, C17H12Cl4IO5RhS at a distorted geometry.

The geometry in XYZ format:
```
41
Properties=species:S:1:pos:R:3:forces:R:3:mulliken_charge:R:1
Rh 0.34730 -2.03066 -0.16946 0.637 0.268 0.726 0.644
Cl 4.36220 -1.78056 5.30054 0.002 -0.015 0.179 -0.176
C 3.78420 -2.08466 3.72194 -0.910 -0.078 0.147 0.210
C 4.69590 -2.10086 2.64584 0.015 -0.103 -0.920 0.354
Cl 6.35220 -1.82486 2.95134 0.207 0.005 -0.005 -0.174
C 4.25510 -2.31986 1.35294 0.474 0.095 0.419 0.098
Cl 5.35150 -2.33916 0.03734 0.019 -0.024 -0.142 -0.168
C 2.87930 -2.48376 1.06804 -0.333 -0.078 0.172 0.758
O 2.42580 -2.65296 -0.10156 0.238 0.232 -0.149 -0.991
C 1.92270 -2.47786 2.19374 0.145 -0.066 -0.435 0.464
O 0.69800 -2.65616 1.93544 0.005 0.052 -0.026 -0.937
C 2.43530 -2.29236 3.49984 0.458 0.096 0.456 0.122
Cl 1.31870 -2.29826 4.79874 -0.153 0.000 0.072 -0.175
O -1.41480 -2.50666 -1.42506 0.953 -0.960 -0.853 -0.754
S -2.09510 -1.55456 -0.49076 -2.087 0.969 -0.286 0.899
C -3.88150 -2.05596 -0.59746 0.333 0.300 0.594 -0.664
C -4.63470 -0.80906 -1.00876 -0.067 0.113 -0.223 -0.615
C -3.76820 -0.12456 -2.05886 -0.147 -0.015 0.112 -0.692
C -2.38740 -0.01296 -1.44716 -0.098 -0.160 0.219 -0.544
H -4.17790 -2.44636 0.37064 -0.031 -0.123 0.061 0.413
H -3.91430 -2.84636 -1.34526 0.212 0.002 -0.061 0.304
H -4.76400 -0.14746 -0.15046 -0.086 0.011 0.021 0.287
H -5.61720 -1.05446 -1.40596 -0.107 -0.062 0.086 0.357
H -4.16040 0.85604 -2.32476 0.043 0.019 -0.066 0.370
H -3.72420 -0.73616 -2.95966 -0.028 -0.001 -0.085 0.327
H -2.33010 0.79394 -0.71776 0.078 0.134 0.014 0.386
H -1.58120 0.07634 -2.17096 0.146 -0.072 0.200 0.324
I 0.34230 6.89534 -1.35396 0.024 -0.419 0.079 0.076
C 0.46570 4.80554 -1.05956 -0.035 0.456 -0.072 -0.034
C 0.45550 4.29354 0.22744 -0.002 0.154 0.076 -0.477
C 0.53140 2.92514 0.41444 0.039 -0.213 -0.165 -0.321
C 0.61800 2.07724 -0.68536 0.012 0.170 -0.056 0.247
C 0.62690 2.60864 -1.97096 0.019 -0.131 0.213 -0.376
C 0.55170 3.97374 -2.16336 0.004 0.120 -0.085 -0.537
C 0.64110 0.59674 -0.52066 -0.027 0.037 -0.073 1.005
O 0.63330 0.09474 0.63484 -0.071 -0.386 0.232 -0.785
O 0.58710 -0.13026 -1.54156 0.105 -0.340 -0.309 -0.867
H 0.38940 4.95684 1.07654 -0.005 0.037 0.050 0.388
H 0.52210 2.50044 1.40634 0.007 -0.040 0.094 0.433
H 0.69760 1.92974 -2.80506 0.010 -0.047 -0.138 0.442
H 0.56050 4.38264 -3.16146 0.005 0.063 -0.073 0.382
```
Positions in Å, forces in eV/Å.

Spin multiplicity   5
Net charge   0
Total energy   -3678.3473 Ha
Kohn-Sham gap (alpha / beta)   7.9 / 6.5 eV



Entry 4:
DFT (the ωB97M-V functional and the def2-TZVPD basis) results for a molecular structure, C48H50BF4Ge2S4TeY at a distorted geometry.

The geometry in XYZ format:
```
111
Properties=species:S:1:pos:R:3:forces:R:3:mulliken_charge:R:1
Y -0.53500 1.39060 1.29750 -1.618 -0.624 -1.497 -0.637
C -5.31960 3.63080 6.43250 0.111 -0.027 -0.055 -1.570
C -3.93340 3.10230 6.66130 -0.069 -0.048 0.015 0.732
C -2.85730 3.95920 6.83130 -0.055 -0.033 -0.016 -0.639
C -1.56850 3.47310 6.96300 0.000 0.012 0.119 1.095
C -0.41320 4.41190 7.13500 -0.046 -0.012 -0.016 -1.614
C -1.34050 2.09610 6.91190 -0.475 0.157 0.273 0.321
C -2.41890 1.21980 6.78700 0.016 0.028 0.199 0.812
C -2.19980 -0.26200 6.74850 0.007 0.044 -0.078 -1.624
C -3.69890 1.73660 6.65950 0.023 0.090 -0.034 -0.976
C 0.03630 1.58330 7.11560 0.118 -0.011 0.066 -1.762
C 0.44050 1.42000 8.43400 0.017 0.002 0.194 0.285
C 1.71170 0.96190 8.71940 -0.088 0.022 0.184 -0.991
C 2.55910 0.66660 7.67000 0.108 0.005 0.028 0.570
C 2.15360 0.82140 6.34390 0.053 0.004 0.114 -0.611
C 0.87610 1.29850 6.03140 -0.338 0.166 -0.426 0.845
Ge -0.22530 1.77520 4.26130 0.641 0.163 1.265 0.686
S -0.23450 -0.34980 3.17410 0.824 -0.991 0.148 -0.597
S -1.82680 3.61150 2.13740 0.528 0.593 -0.351 -0.042
Ge 0.21640 4.08640 1.43540 0.105 1.291 0.450 1.054
S 0.49360 3.04750 -0.47610 0.233 0.261 -0.124 -0.564
S 1.47180 2.78440 2.97050 -0.525 0.264 -0.424 0.199
C 0.82650 6.04300 1.29740 -0.400 -1.053 0.082 -0.275
C -0.03570 7.08720 1.60160 -0.029 0.211 0.061 -0.732
C 0.38240 8.41100 1.48140 -0.002 0.096 0.024 0.142
C 1.66180 8.71290 1.06050 -0.007 0.121 0.002 -0.787
C 2.50900 7.67840 0.71470 0.125 0.005 0.010 -0.498
C 2.09540 6.35530 0.81750 0.201 0.179 -0.049 0.347
C 3.03920 5.29920 0.40030 0.287 -0.130 -0.094 0.541
C 3.85250 4.66820 1.33530 -0.041 0.090 -0.076 0.067
C 3.85490 5.07720 2.77620 0.039 -0.060 0.030 -0.360
C 4.67440 3.63290 0.91270 -0.020 -0.016 -0.115 -0.526
C 4.72920 3.25410 -0.41630 0.109 0.025 0.021 0.815
C 5.56940 2.08680 -0.83820 -0.110 -0.018 0.035 -1.471
C 3.96900 3.94880 -1.34610 -0.009 0.087 0.057 -0.971
C 3.11600 4.96340 -0.95310 0.117 0.018 -0.083 1.340
C 2.27250 5.68560 -1.96180 0.022 -0.004 0.049 -1.664
C -1.40540 6.88320 2.11650 -0.384 0.172 0.189 0.160
C -2.48870 6.79040 1.24860 0.046 0.160 0.019 1.250
C -2.27650 6.71390 -0.23210 -0.005 -0.056 0.033 -1.596
C -3.76900 6.72730 1.77640 0.036 0.020 0.123 -1.261
C -3.98430 6.74580 3.14500 -0.050 -0.003 -0.047 0.662
C -5.37690 6.71190 3.70790 0.106 0.069 -0.030 -1.321
C -2.88960 6.82270 3.99320 -0.023 -0.020 0.031 -0.734
C -1.60030 6.89040 3.49790 0.044 0.109 -0.142 1.456
C -0.40970 6.95570 4.40820 -0.069 0.008 0.003 -1.707
C 3.14730 0.42700 5.31600 0.176 -0.151 -0.197 0.470
C 3.17890 -0.88440 4.84960 0.037 0.020 0.026 0.169
C 2.16570 -1.88180 5.31740 -0.047 -0.022 -0.080 -1.145
C 4.14250 -1.25050 3.91860 0.138 0.146 0.051 -1.228
C 5.07880 -0.34340 3.45200 0.033 -0.203 0.088 1.016
C 6.07940 -0.74680 2.40500 -0.096 0.092 0.091 -1.286
C 5.06710 0.94450 3.96870 -0.029 -0.008 0.014 -0.874
C 4.12090 1.33640 4.90090 0.032 0.036 -0.020 1.434
C 4.14140 2.71480 5.49010 0.017 -0.048 0.015 -1.605
H -5.43270 4.63290 6.84310 -0.057 0.069 0.030 0.375
H -6.06580 2.97520 6.88040 -0.085 0.013 0.004 0.443
H -5.50700 3.67950 5.35950 -0.131 0.048 -0.065 0.237
H -3.02470 5.02900 6.84970 -0.011 0.104 -0.015 0.071
H -0.75600 5.44350 7.17570 0.010 0.071 -0.026 0.470
H 0.27430 4.29570 6.29800 0.157 0.089 -0.100 0.095
H 0.14390 4.18830 8.04460 0.068 0.007 0.036 0.401
H -1.30190 -0.53760 7.29580 0.020 -0.115 0.028 0.269
H -2.06540 -0.57800 5.71320 0.058 -0.135 -0.115 0.181
H -3.05640 -0.79300 7.16170 -0.047 -0.053 -0.003 0.538
H -4.53290 1.05790 6.53130 -0.079 -0.093 0.001 0.401
H -0.25090 1.67160 9.23180 -0.017 -0.035 0.020 0.432
H 2.02810 0.83490 9.74950 0.051 -0.002 -0.039 0.382
H 3.56260 0.31400 7.88100 0.052 -0.069 -0.085 0.443
H -0.31050 9.20140 1.74570 -0.037 0.005 0.017 0.448
H 1.99880 9.74240 1.01580 -0.020 0.002 -0.069 0.371
H 3.51690 7.88350 0.37460 0.039 -0.012 -0.042 0.476
H 3.23470 5.95350 2.94790 0.008 0.034 0.081 0.166
H 4.86910 5.28650 3.11630 0.110 0.058 0.020 0.583
H 3.45930 4.25670 3.36710 0.013 0.059 0.154 -0.824
H 5.26400 3.09820 1.64390 0.108 -0.080 0.124 0.226
H 6.44860 1.99200 -0.20330 0.096 -0.069 -0.001 0.382
H 5.88160 2.18500 -1.87660 0.074 -0.039 -0.065 0.431
H 4.98040 1.17430 -0.74480 0.030 -0.148 -0.016 0.218
H 4.01400 3.67280 -2.39230 -0.008 -0.058 -0.077 0.282
H 2.40680 5.24460 -2.94690 -0.048 -0.013 -0.093 0.429
H 2.53760 6.74350 -2.00760 -0.016 0.060 -0.038 0.307
H 1.22130 5.61200 -1.68420 -0.068 -0.010 -0.059 0.290
H -1.42800 7.32010 -0.54520 0.008 0.030 -0.082 0.293
H -3.16930 7.03680 -0.76440 -0.045 0.011 -0.088 0.531
H -2.06800 5.67850 -0.50570 0.054 -0.119 -0.086 0.147
H -4.61020 6.64680 1.09960 -0.100 -0.033 -0.043 0.344
H -6.05170 6.18680 3.03590 -0.108 -0.032 -0.022 0.366
H -5.75350 7.72820 3.85370 -0.083 -0.024 0.020 0.299
H -5.38030 6.20670 4.67040 -0.091 -0.045 0.108 0.137
H -3.04480 6.82360 5.06450 -0.021 -0.028 0.125 0.135
H -0.71630 7.01200 5.44930 -0.017 -0.018 0.097 0.414
H 0.21360 7.82010 4.17590 0.047 0.018 0.038 0.418
H 0.20700 6.06710 4.27080 0.092 -0.107 0.066 0.134
H 1.90690 -1.71650 6.36140 -0.033 -0.093 0.074 0.278
H 2.53030 -2.89890 5.18510 0.027 -0.088 0.007 0.521
H 1.25830 -1.76050 4.72500 -0.083 -0.081 0.047 0.060
H 4.13790 -2.26020 3.53090 -0.013 -0.101 -0.060 0.204
H 5.91920 -1.78090 2.10830 0.064 -0.079 -0.044 0.357
H 7.10420 -0.63190 2.76520 0.038 -0.025 -0.024 0.338
H 5.96000 -0.12110 1.52300 0.039 0.053 -0.166 0.089
H 5.80810 1.66150 3.63640 0.078 0.087 -0.045 0.244
H 4.93780 3.31450 5.05410 0.019 0.071 -0.030 0.407
H 4.28700 2.66470 6.57000 0.017 0.058 0.074 0.478
H 3.18300 3.19930 5.31360 -0.074 0.164 0.013 0.051
Te 1.54410 -0.60520 1.43970 0.351 -0.700 0.454 -0.457
F -2.69760 1.46640 -0.41280 0.085 0.369 -0.157 -0.298
B -2.78610 0.17980 0.10270 0.168 -0.154 0.270 0.218
F -1.52810 -0.44590 -0.17220 0.037 0.235 0.121 -0.378
F -2.81970 0.32010 1.53060 0.054 0.111 -0.207 -0.326
F -3.82790 -0.53530 -0.37650 -0.596 -0.398 -0.223 -0.326
```
Positions in Å, forces in eV/Å.

Net charge   -2
Total energy   -8337.0072 Ha
Kohn-Sham gap   5.7 eV



Entry 5:
DFT (the ωB97M-V functional and the def2-TZVPD basis) results for 2 unconnected molecules or ions with the total composition CBrF2I at a distorted geometry.

The geometry in XYZ format:
```
5
Properties=species:S:1:pos:R:3:forces:R:3:mulliken_charge:R:1
C 0.45727 -0.25716 0.00327 -0.496 -1.039 -0.075 0.257
F 0.47220 -1.03810 1.05276 -0.281 0.913 -1.082 -0.062
F 0.43687 -0.94728 -1.10639 -0.216 0.776 1.135 -0.055
Br -2.90019 0.74075 -0.00653 1.460 -0.385 0.017 -0.475
I 1.53385 1.50179 0.05689 -0.467 -0.265 0.005 0.335
```
Positions in Å, forces in eV/Å.

Net charge   0
Total energy   -3109.4138 Ha
Kohn-Sham gap (alpha / beta)   5.3 / 5.3 eV



The calculation returns the following energy above the lowest of the compared OMol25 structures with the same formula, charge and spin values, one per record and in order: 249.58 318.72 47.66 144.76 283.90 kJ/mol.